No. 1
Density functional theory data (ωB97M-V/def2-TZVPD) for 2 unconnected molecules or ions with the total composition C2H5FNPS at a distorted geometry.

Each line ends with the natural charge from an NBO analysis.
CARTESIAN COORDINATES (ANGSTROEM)
1 C -0.2436 1.6764 0.9892  -0.37
2 C -0.0690 -1.8223 -1.7456  -0.48
3 N 0.2080 0.4286 1.7111  -0.29
4 F -0.8489 -0.4809 1.7047  -0.27
5 P 1.5433 -0.0302 0.5589  0.56
6 S 1.0175 1.8266 -0.2712  -0.06
7 H -1.1558 1.4617 0.4985  0.22
8 H -0.2319 2.4673 1.7034  0.22
9 H -0.0371 -2.4730 -0.8140  0.18
10 H 0.3599 -2.0932 -2.6253  0.16
11 H -0.5424 -0.9610 -1.7097  0.14

As for the total charge: 0. The largest force on an atom is 0.10456 hartree/bohr. Its LUMO energy (spin up / spin down) is -0.94 / 0.05 eV. The energy above the lowest of the compared OMol25 structures with the same formula, charge and spin comes out at 93.22 kcal per mole. The value obtained for the HOMO-LUMO gap (spin up / spin down) is 7.801 / 7.758 eV.

No. 2
Density functional theory data (ωB97M-V/def2-TZVPD) for 4 unconnected molecules or ions with the total composition C14H32BO4P at a distorted geometry.

Each line ends with the natural charge from an NBO analysis.
CARTESIAN COORDINATES (ANGSTROEM)
1 C 1.1721 -3.5340 -1.1728  -0.44
2 C 1.5754 -4.8502 -1.7856  -0.43
3 C 2.5270 -5.4045 -0.7479  -0.07
4 O 2.0931 -4.9038 0.5242  -0.54
5 C 1.1207 -3.8733 0.3008  -0.07
6 H 0.2248 -3.1438 -1.5536  0.24
7 H 1.9511 -2.7846 -1.3569  0.20
8 H 0.6984 -5.5021 -1.8744  0.20
9 H 2.0313 -4.7538 -2.7742  0.22
10 H 3.5492 -5.0492 -0.9158  0.16
11 H 2.5363 -6.4981 -0.7293  0.18
12 H 0.1402 -4.2729 0.5818  0.17
13 H 1.3425 -3.0127 0.9379  0.18
14 C -0.0768 1.8182 3.7940  -0.43
15 C 0.1644 0.5186 3.0703  -0.43
16 C -1.0354 0.4402 2.1516  -0.07
17 O -1.4062 1.7892 1.8353  -0.55
18 C -0.6931 2.6748 2.7097  -0.07
19 H 0.8279 2.2576 4.2216  0.22
20 H -0.7994 1.6634 4.6040  0.20
21 H 1.0844 0.5892 2.4782  0.20
22 H 0.2505 -0.3452 3.7343  0.22
23 H -1.8880 -0.0325 2.6506  0.17
24 H -0.8223 -0.1087 1.2298  0.18
25 H 0.0776 3.1798 2.1173  0.18
26 H -1.3770 3.4291 3.1084  0.18
27 C 2.1755 3.2490 -1.7186  -0.43
28 C 3.3123 3.1878 -0.7314  -0.43
29 C 2.9674 4.3134 0.2192  -0.07
30 O 1.5371 4.4185 0.2383  -0.54
31 C 1.0076 3.6261 -0.8336  -0.07
32 H 2.0143 2.3144 -2.2618  0.22
33 H 2.3619 4.0439 -2.4505  0.20
34 H 3.2901 2.2294 -0.1993  0.20
35 H 4.2985 3.3023 -1.1884  0.22
36 H 3.3680 5.2693 -0.1346  0.17
37 H 3.3369 4.1340 1.2330  0.18
38 H 0.5408 2.7382 -0.3934  0.17
39 H 0.2416 4.1941 -1.3687  0.19
40 C -4.9716 -1.2454 -0.5881  -0.93
41 P -3.9507 -0.1315 -1.7570  0.40
42 C -3.1029 1.3202 -0.8430  -0.91
43 B -2.6427 -1.1761 -2.6864  0.50
44 O -2.0326 -2.3969 -2.0501  -0.93
45 H -5.5512 -2.0202 -1.2872  0.24
46 H -4.3435 -1.8846 0.1664  0.23
47 H -5.8143 -0.6699 0.0237  0.25
48 H -1.9304 1.1098 -0.9072  0.23
49 H -3.4612 1.4335 0.2853  0.27
50 H -3.3097 2.3582 -1.3900  0.24
51 H -2.3316 -0.8806 -3.8046  -0.09
52 H -2.2785 -3.1275 -2.7114  0.49

As for the total charge: 0. The largest force on an atom is 0.08102 hartree/bohr. Its LUMO energy is 0.06 eV. The SMILES is C1CCOC1.C1CCOC1.C1CCOC1.CP(C)BO. The value obtained for the HOMO-LUMO gap is 7.886 eV.

No. 3
Density functional theory data (ωB97M-V/def2-TZVPD) for a molecular structure, C12H23IrN2O3P2 at a distorted geometry.

Each line ends with the Löwdin spin population.
CARTESIAN COORDINATES (ANGSTROEM)
1 Ir 0.0057 -0.0424 1.2213  1.54
2 P -2.1717 0.3851 0.7775  0.21
3 C -2.1222 0.7546 -0.9665  0.46
4 C -0.8951 1.2861 -1.4155  0.04
5 N 0.2498 1.0678 -0.6458  0.18
6 C 1.4653 1.4757 -1.0504  0.08
7 C 1.6399 2.1802 -2.2495  0.13
8 C 0.5172 2.4519 -3.0251  0.02
9 C -0.7326 2.0121 -2.6191  0.17
10 C 2.6665 1.1010 -0.1886  0.01
11 P 2.2005 -0.3590 0.8463  0.13
12 H -1.6246 2.1542 -3.2176  0.01
13 H 2.6527 2.4666 -2.5511  0.00
14 H 0.6334 2.9912 -3.9729  0.00
15 H 3.5307 0.8659 -0.8181  0.00
16 H 2.9607 1.9402 0.4541  0.00
17 H -2.1728 -1.2465 -2.6542  0.01
18 H -3.0355 0.9708 -1.5166  0.02
19 H -0.7696 -3.3829 -1.4701  0.01
20 O -1.9534 -2.1851 -2.8118  0.03
21 H -2.5049 -2.4281 -3.5840  0.00
22 H -0.1793 -1.6201 0.9729  0.15
23 O -0.4541 -3.7617 -0.6139  0.73
24 H 0.4507 -3.4547 -0.5111  0.01
25 C 2.6792 -1.7674 -0.2334  0.03
26 H 3.7222 -1.6545 -0.5553  0.00
27 H 2.5647 -2.6877 0.3469  0.00
28 H 2.0282 -1.8099 -1.1108  0.00
29 C 3.4693 -0.3368 2.1433  0.03
30 H 3.3913 -1.2574 2.7287  0.00
31 H 4.4751 -0.2730 1.7048  0.01
32 H 3.3202 0.5208 2.8040  0.00
33 C -2.9248 1.7962 1.6388  0.06
34 H -3.9124 1.9892 1.1991  0.01
35 H -3.0418 1.5938 2.7088  0.00
36 H -2.3057 2.6930 1.5294  0.00
37 C -3.3137 -0.9957 0.9488  0.04
38 H -3.5004 -1.1744 2.0139  0.00
39 H -4.2449 -0.7300 0.4336  0.01
40 H -2.8597 -1.8841 0.4995  0.00
41 O 0.0056 0.0280 5.4617  0.30
42 C 0.0347 0.1253 4.2702  0.13
43 N 0.0553 0.2021 3.0781  0.44

As for the total charge: +3. The largest force on an atom is 0.12423 hartree/bohr. Its LUMO energy (spin up / spin down) is -9.52 / -16.62 eV. As for the spin multiplicity: 6. The energy above the lowest of the compared OMol25 structures with the same formula, charge and spin comes out at 4.58 kcal per mole. The value obtained for the HOMO-LUMO gap (spin up / spin down) is 8.493 / 3.212 eV.

No. 4
Density functional theory data (ωB97M-V/def2-TZVPD) for 3 unconnected molecules or ions with the total composition C36H40B2FO11P2Si at a distorted geometry.

Each line ends with the Mulliken charge.
CARTESIAN COORDINATES (ANGSTROEM)
1 C -1.9112 7.1261 2.6879  -1.23
2 C -3.1268 6.9108 1.7782  -0.15
3 B -3.6856 5.4301 1.8975  0.11
4 O -4.5865 5.2098 2.9168  -0.62
5 C -3.1751 4.2562 0.9509  1.15
6 C -2.8511 4.7461 -0.4638  -1.83
7 B -4.0806 5.3527 -1.2158  0.63
8 O -5.3842 4.9344 -1.0075  -0.57
9 O -3.8743 6.3558 -2.1646  -0.64
10 O -1.9934 3.8773 1.6291  -0.47
11 P -2.0316 2.2956 2.3545  0.39
12 F -3.1129 2.8940 3.5663  -0.56
13 P -0.3832 1.7689 0.9414  0.67
14 O -0.8062 1.0765 -0.3318  -0.59
15 Si -2.0838 0.3314 3.4725  0.81
16 C -3.8352 0.0148 4.1099  -1.30
17 C -1.6240 -1.2087 2.4625  -0.96
18 C -0.9942 0.5375 5.0113  -1.26
19 O -3.3133 1.8958 1.3119  -0.43
20 C -4.0427 2.9961 0.8351  -0.11
21 O -5.2983 3.0806 1.4774  -0.57
22 H -1.5474 8.1413 2.6042  0.39
23 H -1.1237 6.4284 2.4347  0.24
24 H -2.2134 6.9778 3.7175  0.31
25 H -3.9273 7.5586 2.1278  0.23
26 H -2.9087 7.2139 0.7575  0.21
27 H -4.1310 4.8568 3.7032  0.27
28 H -2.3889 3.9242 -1.0128  0.51
29 H -2.0852 5.5079 -0.3713  0.23
30 H -5.8604 5.4832 -0.3605  0.32
31 H -4.2627 7.1855 -1.8349  0.29
32 H -0.9542 2.7639 3.2207  -0.11
33 H 0.4508 2.8758 0.6483  -0.04
34 H 0.4713 0.8647 1.6468  0.03
35 H -4.1129 0.7294 4.8695  0.29
36 H -3.9015 -0.9974 4.4981  0.39
37 H -4.5577 0.0836 3.3046  0.30
38 H -1.0380 -1.0123 1.5733  0.11
39 H -2.4988 -1.7850 2.1946  0.31
40 H -1.0259 -1.8627 3.0950  0.35
41 H -0.1101 1.0958 4.7270  0.36
42 H -0.7283 -0.4013 5.4796  0.41
43 H -1.5598 1.1586 5.6925  0.26
44 H -4.2505 2.7452 -0.2023  0.49
45 H -5.9391 2.6172 0.9197  0.38
46 C 8.5715 2.4784 -1.0947  -0.46
47 C 7.9348 3.5115 -1.7746  -0.47
48 C 6.5809 3.4323 -2.0480  -0.53
49 C 5.8572 2.3154 -1.6508  0.22
50 C 6.4996 1.2710 -0.9855  0.13
51 C 7.8564 1.3611 -0.7018  -0.54
52 C 5.7523 0.0432 -0.5850  0.57
53 O 6.3191 -0.8593 -0.0019  -0.68
54 C 4.3095 -0.0405 -0.9275  0.38
55 C 3.6037 -1.1932 -0.6090  -0.94
56 C 2.2553 -1.2822 -0.9107  -0.42
57 C 1.6004 -0.2211 -1.5262  -0.34
58 C 2.2986 0.9300 -1.8482  -0.80
59 C 3.6540 1.0235 -1.5589  0.35
60 C 4.3940 2.2559 -1.9400  0.42
61 O 3.8364 3.1894 -2.4778  -0.67
62 H 9.6289 2.5456 -0.8747  0.39
63 H 8.4975 4.3806 -2.0894  0.39
64 H 6.0778 4.2335 -2.5706  0.47
65 H 8.3447 0.5525 -0.1766  0.47
66 H 4.1138 -2.0158 -0.1277  0.48
67 H 1.7076 -2.1804 -0.6623  0.84
68 H 0.5436 -0.2829 -1.7444  0.26
69 H 1.7919 1.7576 -2.3235  0.48
70 C -0.8780 -10.6206 -1.5812  -0.46
71 C 0.3821 -10.7744 -2.1502  -0.45
72 C 1.1074 -9.6635 -2.5421  -0.56
73 C 0.5727 -8.3924 -2.3755  0.21
74 C -0.6990 -8.2394 -1.8219  0.19
75 C -1.4175 -9.3572 -1.4179  -0.56
76 C -1.3116 -6.8877 -1.6697  0.54
77 O -2.4155 -6.7613 -1.1837  -0.66
78 C -0.5338 -5.7088 -2.1382  0.33
79 C -1.1023 -4.4438 -2.0522  -0.77
80 C -0.3885 -3.3356 -2.4739  -0.50
81 C 0.9013 -3.4848 -2.9753  -0.55
82 C 1.4723 -4.7422 -3.0656  -0.74
83 C 0.7563 -5.8595 -2.6556  0.32
84 C 1.3756 -7.2056 -2.7881  0.52
85 O 2.5006 -7.3414 -3.2232  -0.67
86 H -1.4404 -11.4902 -1.2680  0.39
87 H 0.7981 -11.7640 -2.2857  0.39
88 H 2.0894 -9.7748 -2.9798  0.47
89 H -2.3975 -9.2301 -0.9802  0.48
90 H -2.1014 -4.3319 -1.6560  0.50
91 H -0.8349 -2.3517 -2.4067  0.47
92 H 1.4595 -2.6167 -3.2962  0.62
93 H 2.4729 -4.8631 -3.4557  0.49

As for the total charge: -1. The largest force on an atom is 0.03037 hartree/bohr. Its LUMO energy is 0.44 eV. The energy above the lowest of the compared OMol25 structures with the same formula, charge and spin comes out at 14.68 kcal per mole. The value obtained for the HOMO-LUMO gap is 5.299 eV.

No. 5
Density functional theory data (ωB97M-V/def2-TZVPD) for C9H9NO in the gas phase at a distorted geometry.

Each line ends with the natural charge from an NBO analysis.
CARTESIAN COORDINATES (ANGSTROEM)
1 N 0.4255 2.5517 -0.7601  -0.80
2 C 0.3778 1.4822 0.2996  -0.08
3 C 1.8141 0.9105 0.6243  -0.51
4 C 1.5659 -0.4968 0.7540  0.55
5 O 2.4508 -1.3434 0.8052  -0.54
6 C 0.2346 -0.8450 0.2898  -0.22
7 C -0.1750 -2.1429 0.1594  -0.13
8 C -1.4254 -2.4395 -0.3712  -0.25
9 C -2.2385 -1.3332 -0.6173  -0.16
10 C -1.7982 0.1169 -0.5076  -0.24
11 C -0.4988 0.2621 -0.0237  0.09
12 H 1.4687 2.5233 -0.9227  0.34
13 H 0.3218 3.3937 -0.1853  0.35
14 H 0.0111 1.9583 1.2250  0.19
15 H 2.3563 1.3655 1.4140  0.25
16 H 2.2907 1.0815 -0.3379  0.23
17 H 0.6248 -2.8656 0.3342  0.24
18 H -1.8712 -3.4608 -0.4216  0.23
19 H -3.3124 -1.5435 -1.0593  0.21
20 H -2.6223 0.8249 -0.6988  0.24

As for the total charge: 0. The largest force on an atom is 0.08505 hartree/bohr. Its LUMO energy is 0.10 eV. The SMILES is N[C@@H]1CC(=O)c2ccccc21. The energy above the lowest of the compared OMol25 structures with the same formula, charge and spin comes out at 47.34 kcal per mole. The value obtained for the HOMO-LUMO gap is 9.404 eV.

Molar mass in g mol⁻¹, matching the order above: 125.1; 306.2; 497.5; 779.4; 147.2